Entry 1:
{
  "formula": "C20H31F12N2O9",
  "method": "ωB97M-V/def2-TZVPD",
  "symbols": ["C", "N", "N", "C", "C", "C", "O", "H", "H", "H", "H", "H", "H", "H", "H", "H", "H", "H", "C", "C", "O", "C", "O", "C", "F", "F", "F", "H", "H", "H", "H", "H", "C", "C", "O", "C", "O", "C", "F", "F", "F", "H", "H", "H", "H", "H", "C", "C", "O", "C", "O", "C", "F", "F", "F", "H", "H", "H", "H", "H", "C", "C", "O", "C", "O", "C", "F", "F", "F", "H", "H", "H", "H", "H"],
  "coordinates": [[-3.0011, -4.1031, -2.6870], [-3.2517, -2.8427, -1.9046], [-2.1259, -2.0030, -1.7768], [-1.5103, -1.6572, -3.0635], [-2.4082, -0.8811, -0.9130], [-2.4009, 0.5540, -1.3639], [-2.6948, -1.1366, 0.1955], [-1.9518, -4.3521, -2.5409], [-3.0972, -3.8761, -3.7447], [-3.6474, -4.9114, -2.3639], [-4.0678, -2.3744, -2.3299], [-3.5668, -3.1289, -0.9706], [-2.2936, -1.4217, -3.8025], [-0.9132, -2.4697, -3.4664], [-0.8438, -0.8206, -2.9780], [-2.3509, 0.6909, -2.4446], [-1.5251, 1.0683, -0.9577], [-3.2619, 1.1006, -0.9950], [-1.0917, -1.4809, 2.3415], [-0.0539, -2.3507, 3.0198], [0.9525, -1.5471, 3.6600], [0.6503, -1.0812, 4.8718], [-0.3680, -1.2762, 5.4625], [1.8378, -0.2845, 5.4238], [2.3597, 0.5448, 4.5004], [2.8244, -1.1108, 5.8143], [1.4963, 0.4644, 6.4683], [-0.6134, -0.7855, 1.6507], [-1.7954, -2.0926, 1.8002], [-1.6398, -0.8851, 3.0721], [0.4683, -2.9535, 2.2778], [-0.5067, -3.0377, 3.7345], [4.1415, 2.8225, -2.9434], [3.7645, 1.6148, -2.1132], [2.6407, 0.9164, -2.6954], [2.9273, 0.0762, -3.6842], [4.0099, -0.1483, -4.1287], [1.6448, -0.6184, -4.1592], [0.6182, 0.2458, -4.2941], [1.2530, -1.5666, -3.2708], [1.8036, -1.2188, -5.3302], [3.2784, 3.4748, -3.0839], [4.9345, 3.3869, -2.4547], [4.4878, 2.5266, -3.9337], [3.4433, 1.9280, -1.1216], [4.6071, 0.9366, -1.9827], [5.5450, -1.3780, 4.1749], [4.8581, -1.2556, 2.8317], [5.8135, -1.1302, 1.7616], [6.3417, -2.2650, 1.3127], [6.0929, -3.3612, 1.7182], [7.2966, -1.9684, 0.1494], [8.0911, -0.9212, 0.4136], [6.6022, -1.6782, -0.9685], [8.0781, -3.0126, -0.1187], [6.2284, -0.5427, 4.3339], [4.8091, -1.3891, 4.9749], [6.1361, -2.2921, 4.2362], [4.2564, -0.3486, 2.8052], [4.1880, -2.0954, 2.6459], [-6.8720, 4.6516, 1.8796], [-7.4726, 4.7102, 0.4915], [-6.4414, 4.7999, -0.5144], [-5.8730, 3.6633, -0.8749], [-6.1309, 2.5742, -0.4460], [-4.8396, 3.9243, -1.9765], [-4.0692, 4.9836, -1.7076], [-5.4340, 4.1527, -3.1551], [-4.0248, 2.8647, -2.1353], [-6.2071, 5.5002, 2.0442], [-7.6571, 4.6669, 2.6344], [-6.2803, 3.7459, 2.0145], [-8.0767, 5.6085, 0.3836], [-8.1211, 3.8570, 0.2964]],
  "forces_ev_per_angstrom": [[1.07, 0.27, -0.43], [-1.14, -0.96, 0.11], [1.21, 0.98, -0.90], [-1.11, -0.68, -0.84], [-0.09, 1.05, -0.94], [0.86, 0.19, -1.02], [-1.40, -0.89, 2.00], [-0.12, -0.21, 0.31], [-0.33, -0.08, 0.02], [-0.18, 0.19, 0.06], [0.19, 0.19, -0.02], [0.35, 0.36, 0.19], [0.21, 0.18, 0.00], [-0.07, -0.18, 0.20], [-0.09, 0.25, 0.44], [-0.08, -0.06, 0.06], [0.03, -0.18, 0.08], [-0.18, -0.41, 0.26], [0.40, 0.19, 0.64], [-0.36, -0.19, -0.35], [0.31, 0.08, 0.21], [-0.37, -0.50, -0.47], [0.14, 0.21, 0.19], [0.74, 0.78, 0.45], [-0.20, -0.24, -0.08], [-0.43, -0.08, -0.04], [-0.22, -0.31, -0.16], [0.04, -0.10, -0.07], [0.00, -0.19, 0.06], [-0.05, -0.08, 0.01], [0.24, 0.12, 0.10], [0.04, 0.17, 0.16], [-0.17, -0.07, -0.33], [0.51, 0.49, 0.29], [-0.33, -0.35, -0.10], [0.54, 0.54, 0.58], [-0.22, -0.27, -0.28], [-0.40, -0.35, -0.53], [0.16, 0.00, 0.18], [0.46, 0.28, -0.04], [0.19, 0.07, 0.18], [0.03, 0.04, 0.12], [-0.01, -0.04, 0.04], [0.10, -0.03, 0.06], [-0.25, -0.13, -0.06], [-0.10, -0.14, -0.18], [0.38, -0.13, -0.08], [-0.38, 0.08, 0.58], [0.13, -0.01, -0.37], [-0.55, 0.14, 0.55], [0.21, -0.08, -0.26], [0.73, 0.10, -0.55], [-0.22, -0.13, 0.06], [-0.10, -0.03, 0.24], [-0.27, 0.06, 0.16], [-0.11, 0.07, 0.00], [0.09, 0.01, -0.09], [-0.09, -0.05, -0.03], [0.15, 0.07, -0.20], [0.17, -0.10, -0.11], [0.35, -0.10, -0.07], [-0.48, 0.10, 0.59], [0.21, -0.09, -0.36], [-0.68, 0.17, 0.56], [0.34, -0.15, -0.26], [0.63, 0.42, -0.67], [-0.15, -0.22, 0.16], [-0.12, -0.16, 0.26], [-0.26, 0.12, 0.09], [-0.12, 0.07, 0.01], [-0.03, 0.02, -0.04], [-0.10, -0.05, 0.01], [0.19, 0.07, -0.22], [0.20, -0.10, -0.12]],
  "e_homo_ev": -12.8,
  "total_charge": 1,
  "fmax_ev_per_a": 2.60,
  "homo_lumo_gap_ev": 9.499
}

Entry 2:
{
  "formula": "O3P2",
  "method": "ωB97M-V/def2-TZVPD",
  "symbols": ["O", "P", "O", "P", "O"],
  "coordinates": [[-0.1597, -2.2767, -0.8952], [-0.0207, -0.9828, -1.5209], [-0.1398, 0.2589, -0.3716], [-0.5706, 1.3155, 0.8404], [0.5383, 1.9045, 1.5014]],
  "forces_ev_per_angstrom": [[-0.09, -0.72, 0.43], [0.00, 1.84, 0.58], [0.13, -0.44, -0.31], [-2.49, -1.69, -1.84], [2.46, 1.01, 1.14]],
  "e_homo_ev": -10.7,
  "fmax_ev_per_a": 3.53,
  "homo_lumo_gap_ev": 9.985
}

Entry 3:
{
  "formula": "C7H11NO4",
  "method": "ωB97M-V/def2-TZVPD",
  "symbols": ["C", "O", "C", "C", "C", "O", "H", "H", "H", "H", "H", "H", "H", "H", "O", "C", "N", "C", "C", "O", "H", "H", "H"],
  "coordinates": [[0.9078, -4.6755, 1.1724], [0.3766, -3.5001, 0.6085], [-0.4887, -2.8464, 1.4836], [-1.1984, -1.7280, 0.8295], [-0.5798, -0.9556, -0.2227], [-1.6341, -1.9036, -0.5408], [1.5245, -4.4657, 2.0675], [0.1018, -5.3731, 1.4568], [1.5446, -5.1681, 0.4251], [0.0501, -2.4106, 2.3574], [-1.2263, -3.5822, 1.8498], [-1.9350, -1.2281, 1.4480], [0.4719, -1.1494, -0.4741], [-0.8981, 0.0574, -0.4386], [-0.0449, 2.1482, -1.6481], [0.0065, 3.4655, -1.4280], [-0.8892, 4.3442, -1.6989], [-0.2431, 5.5318, -1.3807], [1.0133, 5.2929, -0.9507], [1.1887, 3.9198, -0.9999], [0.8607, 1.8590, -1.8423], [-0.7641, 6.4667, -1.4587], [1.8554, 5.9009, -0.6150]],
  "forces_ev_per_angstrom": [[0.22, -0.30, 0.12], [0.47, 0.01, -0.21], [-0.08, -0.57, 0.82], [-0.80, 0.56, -0.84], [-0.01, 0.42, -0.59], [1.15, 0.01, 0.72], [-0.23, 0.00, -0.24], [0.17, 0.15, -0.03], [-0.24, 0.26, 0.15], [-0.16, -0.36, -0.23], [0.06, 0.22, 0.16], [-0.05, -0.08, 0.17], [-0.58, -0.45, -0.29], [0.08, 0.10, 0.31], [0.02, 0.04, 0.00], [0.11, -0.39, -0.82], [0.22, -0.29, 0.30], [0.17, 0.27, 0.39], [0.01, 0.32, -0.11], [0.18, 0.40, 0.31], [-0.26, -0.11, 0.16], [0.06, 0.17, -0.04], [-0.50, -0.40, -0.19]],
  "e_homo_ev": -9.2,
  "fmax_ev_per_a": 1.36,
  "homo_lumo_gap_ev": 9.723
}

Entry 4:
{
  "formula": "C3H6N2O2",
  "method": "ωB97M-V/def2-TZVPD",
  "symbols": ["C", "C", "N", "N", "C", "O", "O", "H", "H", "H", "H", "H", "H"],
  "coordinates": [[0.8332, 0.4450, -0.0367], [-0.1855, -0.0531, 0.8932], [-1.0506, -0.6358, -1.6989], [1.4142, 1.6803, 0.1682], [-0.7879, -0.8948, 1.6701], [-0.8069, 0.4889, -0.9481], [1.4171, -0.5543, -0.5134], [-0.2789, -0.8931, -2.3173], [-1.1366, -1.4663, -1.0975], [2.0492, 1.9262, -0.5808], [0.7951, 2.4016, 0.5137], [-1.2538, -1.7832, 1.2423], [-1.0087, -0.6614, 2.7053]],
  "forces_ev_per_angstrom": [[1.20, -1.12, 0.93], [-0.04, 0.79, -0.46], [-0.23, -0.70, -0.32], [-0.45, -0.35, -0.55], [-0.52, 0.11, -0.74], [0.04, -1.19, 0.89], [-0.23, 1.02, 0.15], [0.31, 0.67, 0.25], [-0.33, 0.50, -0.08], [-0.13, 0.23, 0.12], [0.15, 0.02, -0.27], [-0.37, 0.23, -0.04], [0.62, -0.19, 0.12]],
  "e_homo_ev": [-8.5, -8.5],
  "fmax_ev_per_a": 1.89,
  "homo_lumo_gap_ev": [7.470, 7.478]
}

Entry 5:
{
  "formula": "C22H53Cl4N3",
  "method": "ωB97M-V/def2-TZVPD",
  "symbols": ["C", "C", "N", "C", "C", "C", "C", "H", "H", "H", "H", "H", "H", "H", "H", "H", "H", "H", "H", "H", "H", "H", "C", "C", "N", "C", "C", "C", "C", "H", "H", "H", "H", "H", "H", "H", "H", "H", "H", "H", "H", "H", "H", "H", "C", "C", "N", "C", "C", "C", "C", "H", "H", "H", "H", "H", "H", "H", "H", "H", "H", "H", "H", "H", "H", "H", "Cl", "C", "C", "Cl", "H", "H", "H", "H", "Cl", "C", "C", "Cl", "H", "H", "H", "H"],
  "coordinates": [[-38.6906, 18.1931, 1.4662], [-38.8001, 17.2840, 2.5757], [-40.2114, 16.7938, 2.7275], [-40.4613, 15.4760, 2.8749], [-39.7187, 14.6975, 3.6585], [-40.9048, 17.8334, 3.5592], [-42.4083, 17.7417, 3.3727], [-39.0193, 19.1524, 1.8185], [-39.0630, 18.0016, 0.6214], [-37.5363, 18.2224, 1.1089], [-38.2467, 17.6144, 3.4272], [-38.1301, 16.5893, 2.0729], [-40.3398, 14.8864, 1.9756], [-41.4619, 15.1437, 2.7945], [-38.6076, 14.8525, 3.8949], [-39.6594, 13.5416, 3.4012], [-40.1363, 14.5953, 4.7163], [-40.5500, 18.7873, 3.4056], [-40.7161, 17.6611, 4.8156], [-42.6726, 18.0252, 2.5243], [-42.9372, 18.4841, 3.9235], [-43.0659, 16.7121, 3.6677], [-32.6959, 15.1092, 6.6643], [-31.3137, 14.7922, 6.1292], [-30.9462, 15.4557, 4.9578], [-30.6257, 16.7750, 4.8735], [-29.8535, 17.2351, 5.8853], [-29.8153, 14.7982, 4.2143], [-30.1806, 13.2925, 3.8168], [-32.9832, 14.3823, 7.3162], [-33.4028, 15.2177, 5.7477], [-32.5427, 16.0803, 7.0609], [-31.3720, 13.7913, 5.9624], [-30.5512, 14.8739, 6.9063], [-31.4697, 17.3459, 5.2829], [-30.7442, 17.3370, 3.9610], [-29.7606, 16.8226, 6.7593], [-30.0768, 18.2807, 6.0040], [-28.8907, 17.5970, 5.4302], [-28.9761, 14.6809, 4.9597], [-29.5893, 15.2497, 3.1777], [-31.2183, 13.1797, 3.2367], [-30.6262, 12.7059, 4.5611], [-29.3285, 12.7858, 3.3857], [-30.1418, 17.5550, -2.5049], [-30.3426, 16.1511, -2.4918], [-29.9584, 15.5431, -1.1751], [-30.3039, 16.0910, 0.0424], [-31.7057, 16.3671, 0.1971], [-30.2741, 14.0546, -1.0957], [-29.2309, 13.4066, -0.1126], [-30.2685, 17.9628, -3.5157], [-29.0912, 17.8841, -2.1583], [-31.0240, 18.1354, -1.9353], [-29.7590, 16.0097, -3.2302], [-31.4576, 15.9297, -2.7296], [-29.7701, 16.9394, -0.0233], [-29.6120, 15.7699, 0.8856], [-32.4674, 16.4001, -0.4867], [-31.9012, 17.4540, 0.7050], [-32.1860, 15.7851, 0.9687], [-30.1713, 13.5686, -1.9219], [-31.3016, 13.8129, -0.7189], [-29.2127, 12.3673, -0.1575], [-29.5995, 13.3439, 1.0379], [-28.2363, 13.8218, -0.3859], [-36.4432, 8.7501, 0.1365], [-37.3731, 10.2072, -0.1064], [-37.2875, 11.1580, 1.2283], [-38.1656, 10.4253, 2.6527], [-38.3616, 9.8569, -0.3315], [-36.7947, 10.7080, -0.8147], [-37.5792, 12.1174, 1.2040], [-36.2705, 11.3582, 1.6482], [-33.2431, 12.2856, 1.6533], [-34.0627, 13.1376, 3.0733], [-34.6793, 14.4816, 2.6927], [-36.2919, 14.4672, 1.9524], [-33.4059, 13.1194, 3.8740], [-34.8799, 12.4434, 3.2976], [-33.8656, 15.0438, 2.0097], [-34.6781, 15.0737, 3.5143]],
  "forces_ev_per_angstrom": [[5.80, 4.70, 4.06], [-0.52, -3.66, -1.48], [1.49, 6.38, 0.51], [-2.76, -0.45, -5.59], [5.24, -7.75, 8.90], [-1.18, -5.09, 3.81], [-0.07, -4.02, 7.39], [0.08, 1.14, -0.57], [-3.90, -2.17, -6.22], [-2.16, 0.60, 1.26], [-0.19, 0.30, 1.08], [-0.40, -1.84, 1.20], [0.85, 0.88, -2.27], [-1.95, 0.70, 1.30], [-1.47, 0.62, -0.94], [-0.46, 2.21, -0.04], [0.52, 0.31, -0.68], [0.83, 1.96, -0.87], [-0.16, 0.32, -3.11], [-2.01, 1.67, -8.23], [-0.09, 0.67, 1.34], [2.45, 2.54, -0.84], [0.57, 2.53, -4.05], [-0.18, 1.06, 1.37], [1.07, -3.41, -5.44], [-7.42, 2.04, -0.11], [7.46, 7.63, -2.34], [-1.09, -3.22, -0.09], [-2.43, 1.56, -1.25], [-1.06, -1.67, 1.99], [0.96, -0.35, 1.66], [-0.92, 0.99, 1.02], [0.33, -2.90, -1.00], [0.14, 0.21, 0.60], [-2.11, -0.74, -0.49], [1.29, -0.73, -1.11], [0.44, -2.70, 4.59], [-0.85, 0.70, 1.09], [0.88, -1.50, 1.01], [-0.03, 0.55, -1.20], [-0.14, 0.04, 2.16], [2.64, 0.95, -0.25], [0.61, -0.88, 2.19], [-0.14, -0.18, -0.38], [-1.22, 6.17, 1.76], [-5.74, -0.94, 6.28], [0.76, -5.26, -3.56], [1.84, 0.44, 0.27], [-2.37, 3.31, 5.88], [0.26, 2.84, 6.06], [-1.49, 1.21, 1.94], [0.19, -0.23, 0.02], [-1.72, -0.50, -0.26], [2.29, -0.89, -0.67], [4.21, -3.64, -5.03], [1.68, 0.08, 0.02], [1.17, 4.27, -0.09], [-1.76, -1.02, -0.58], [-0.87, -0.32, -3.00], [0.78, -2.09, -1.05], [-0.01, -0.75, 0.49], [0.69, -2.40, -5.63], [0.45, 0.56, -0.22], [0.20, -2.10, -1.23], [1.23, 1.46, -2.33], [-0.58, -0.21, 0.95], [0.56, -1.03, 0.43], [0.49, 1.33, 3.72], [1.59, -4.26, 0.45], [0.16, 0.17, -0.65], [-0.48, 0.62, -0.31], [0.04, 1.06, -1.66], [-2.07, 3.21, -1.08], [-0.28, -1.13, -0.92], [-0.35, 0.62, 0.63], [-2.54, -1.18, -2.62], [3.51, -0.32, -3.38], [0.52, -0.19, 0.06], [1.43, 0.53, 1.35], [0.16, 0.11, 0.21], [-2.17, -1.28, 1.05], [-0.58, 1.74, 2.71]],
  "e_homo_ev": -8.1,
  "fmax_ev_per_a": 12.91,
  "homo_lumo_gap_ev": 8.592
}

Question: Number 1 is which compound?
Answer: C20H31F12N2O9